Here is a single C4H8O molecule from the OMol25 dataset. Energies are from ωB97M-V/def2-TZVPD.

Last columns: bonded neighbours and bond lengths (Å).
Geometry (Å):
1 C 1.471 0.082 1.158  H5 1.087, H6 1.133, H7 1.110, O13 1.482
2 C -0.729 0.159 0.351  C3 1.472, H8 1.012, H9 1.241, O13 1.317
3 C -0.436 0.157 -1.092  C2 1.472, C4 1.411, H10 1.195
4 C -0.751 -0.971 -1.879  C3 1.411, H11 1.257, H12 1.019
5 H 2.152 -0.059 0.323  C1 1.087
6 H 2.093 0.553 1.979  C1 1.133
7 H 1.672 -0.971 1.450  C1 1.110
8 H -1.555 0.740 0.272  C2 1.012
9 H -1.458 -0.792 0.673  C2 1.241
10 H 0.245 1.119 -1.284  C3 1.195
11 H -0.091 -0.901 -2.947  C4 1.257
12 H -1.318 -1.686 -1.425  C4 1.019
13 O 0.116 0.679 1.216  C1 1.482, C2 1.317

Properties
E, a.u.: -232.277955
LUMO energy, Eh: 0.038
SMILES: C=CCOC

Here is 3 unconnected molecules or ions with the total composition C17H18BrF2IN2OSSi from the OMol25 dataset. Energies are from ωB97M-V/def2-TZVPD.

Last columns: bonded neighbours and bond lengths (Å).
Geometry (Å):
1 C 3.289 -2.027 1.371  Si2 1.856, H13 1.084, H14 1.086, H15 1.087
2 Si 1.540 -1.780 0.799  C1 1.856, Br3 2.239, I4 2.472, C5 1.871
3 Br 1.119 -2.990 -1.037  Si2 2.239
4 I 1.334 0.574 0.076  Si2 2.472
5 C 0.245 -1.990 2.133  Si2 1.871, C6 1.523, H16 1.086, H17 1.090
6 C 0.271 -3.251 2.987  C5 1.523, S7 1.816, H18 1.082, H19 1.085
7 S 0.104 -4.843 2.129  C6 1.816, C8 1.746
8 C 1.796 -5.251 1.989  S7 1.746, N9 1.295, O12 1.342
9 N 2.668 -5.146 2.941  C8 1.295, N10 1.393
10 N 3.885 -5.551 2.398  N9 1.393, C11 1.294
11 C 3.624 -5.892 1.177  N10 1.294, O12 1.358, H20 1.070
12 O 2.319 -5.720 0.846  C8 1.342, C11 1.358
13 H 3.628 -1.144 1.901  C1 1.084
14 H 3.938 -2.151 0.510  C1 1.086
15 H 3.390 -2.912 1.994  C1 1.087
16 H -0.724 -1.835 1.668  C5 1.086
17 H 0.413 -1.153 2.810  C5 1.090
18 H 1.168 -3.315 3.589  C6 1.082
19 H -0.560 -3.222 3.683  C6 1.085
20 H 4.282 -6.279 0.428  C11 1.070
21 F 0.123 3.819 1.502  C22 1.347
22 C -0.092 4.625 0.444  F21 1.347, C23 1.381, C27 1.381
23 C -0.560 5.905 0.669  C22 1.381, C24 1.387, H28 1.082
24 C -0.783 6.733 -0.421  C23 1.387, C25 1.388, H29 1.082
25 C -0.541 6.277 -1.709  C24 1.388, C26 1.388, H30 1.082
26 C -0.072 4.985 -1.908  C25 1.388, C27 1.388, H31 1.082
27 C 0.159 4.147 -0.827  C22 1.381, C26 1.388, H32 1.083
28 H -0.746 6.238 1.681  C23 1.082
29 H -1.146 7.740 -0.262  C24 1.082
30 H -0.717 6.926 -2.556  C25 1.082
31 H 0.115 4.625 -2.911  C26 1.082
32 H 0.524 3.138 -0.969  C27 1.083
33 F -2.354 -1.200 0.067  C34 1.352
34 C -2.599 -0.568 -1.102  F33 1.352, C35 1.380, C39 1.379
35 C -2.639 0.812 -1.118  C34 1.380, C36 1.387, H40 1.082
36 C -2.882 1.457 -2.321  C35 1.387, C37 1.388, H41 1.082
37 C -3.085 0.721 -3.481  C36 1.388, C38 1.388, H42 1.082
38 C -3.040 -0.666 -3.437  C37 1.388, C39 1.387, H43 1.082
39 C -2.792 -1.322 -2.240  C34 1.379, C38 1.387, H44 1.082
40 H -2.477 1.366 -0.203  C35 1.082
41 H -2.908 2.538 -2.351  C36 1.082
42 H -3.275 1.227 -4.417  C37 1.082
43 H -3.198 -1.243 -4.338  C38 1.082
44 H -2.745 -2.401 -2.184  C39 1.082

Properties
E, a.u.: -4602.549579
LUMO energy, Eh: 0.020
SMILES: C[Si@](Br)(I)CCSc1nnco1.Fc1ccccc1.Fc1ccccc1

Record-wise HOMO values, in eV: -9.1, -9.3
Record-wise frontier orbital gap values, in eV: 10.16, 9.80
Record-wise relative energy (zero: lowest compared OMol25 entry of this formula, charge and spin) values, in kcal per mole: 105.2, 2.0